The following is a DFT calculation (ωB97M-V/def2-TZVPD) of a molecular structure, C23H17Cl5N6O3Pt.

The calculation puts the LUMO energy (alpha / beta) at -0.22740 / -0.33052 Eh. The total charge is +2. For the relative energy (zero: lowest compared OMol25 entry of this formula, charge and spin), the calculation gives 0.4946 eV. For the HOMO energy (alpha / beta), the calculation gives -0.491 / -0.518 Ha. The HOMO-LUMO gap (alpha / beta) comes out at 7.178 / 5.101 eV. Its multiplicity is 5.

CARTESIAN COORDINATES (ANGSTROEM)
Pt  -0.204  -0.451  -0.050
Cl  -5.041  2.429  4.152
C  -4.262  1.392  3.050
C  -2.952  1.592  2.749
C  -2.309  0.716  1.847
N  -1.037  0.863  1.448
C  -0.409  2.138  1.422
O  -0.097  2.781  2.378
C  -0.217  2.603  0.004
C  -0.077  3.936  -0.312
C  -0.017  4.287  -1.656
C  -0.079  3.293  -2.621
C  -0.187  1.971  -2.222
N  -0.270  1.642  -0.930
C  -3.021  -0.378  1.245
C  -4.368  -0.565  1.570
C  -4.980  0.297  2.449
Cl  -6.613  0.055  2.828
N  -2.271  -1.118  0.384
C  -2.758  -2.209  -0.298
O  -3.897  -2.604  -0.301
C  -1.687  -2.949  -1.041
C  -1.963  -4.153  -1.650
C  -0.925  -4.846  -2.251
C  0.353  -4.309  -2.217
C  0.559  -3.090  -1.600
N  -0.459  -2.420  -1.038
H  -2.400  2.390  3.224
H  -0.035  4.669  0.483
H  0.069  5.327  -1.945
H  -0.051  3.530  -3.676
H  -0.222  1.161  -2.938
H  -4.929  -1.376  1.136
H  -2.978  -4.523  -1.623
H  -1.108  -5.799  -2.730
H  1.193  -4.824  -2.663
H  1.530  -2.626  -1.562
C  3.023  1.347  0.648
N  3.294  1.191  -0.777
C  4.354  2.044  -1.327
C  2.659  0.341  -1.554
O  1.719  -0.424  -1.233
H  3.923  1.101  1.211
H  2.226  0.678  0.957
H  2.745  2.377  0.871
H  4.024  3.081  -1.366
H  4.614  1.711  -2.329
H  5.236  1.977  -0.693
H  3.038  0.303  -2.578
Cl  4.379  -2.543  0.982
C  3.244  -2.575  2.337
Cl  2.984  -4.195  2.920
Cl  3.765  -1.498  3.620
C  1.953  -2.064  1.820
N  0.942  -1.686  1.443